Entry 1:
{
  "formula": "H4N4O2",
  "method": "the ωB97M-V functional and the def2-TZVPD basis",
  "symbols": ["H", "N", "N", "N", "N", "O", "H", "O", "H", "H"],
  "xyz": [[-0.72934, -3.12055, 0.25089], [-0.72296, -2.07277, 0.42552], [0.18764, -1.47219, -0.11142], [0.37430, -0.26675, -0.15757], [1.51189, 0.43170, -0.23562], [2.53548, 0.40933, 0.52232], [1.43000, 1.23548, -0.85933], [-1.13787, 1.60916, 0.11846], [-1.87993, 0.86650, 0.22542], [-1.56922, 2.38010, -0.17867]],
  "forces_ev_per_angstrom": [[0.6, 1.7, -0.4], [-2.2, -1.0, 1.4], [2.7, -4.0, -0.5], [1.5, 4.4, -0.9], [-0.1, -1.2, 1.1], [-1.6, -0.6, -1.0], [-0.4, 0.0, 0.2], [-1.8, -3.2, 0.9], [2.4, 2.6, -0.4], [-1.1, 1.4, -0.5]],
  "mulliken_charge": [0.253, -0.515, 0.027, 0.254, 0.217, -0.488, 0.273, -0.655, 0.336, 0.298],
  "e_above_lowest_kcal_mol": 39.6,
  "lumo_energy_ha": [-0.0255, -0.0085],
  "largest_force_ha_per_bohr": 0.0935,
  "e_homo_ev": [-8.76, -8.64],
  "smiles": "[H]/N=N/N=[NH+]\\[O-].O",
  "gap_ev": [8.07, 8.41]
}

Entry 2:
{
  "formula": "C3H5NO2",
  "method": "the ωB97M-V functional and the def2-TZVPD basis",
  "symbols": ["O", "C", "N", "C", "O", "H", "C", "H", "H", "H", "H"],
  "xyz": [[-1.40529, -1.30813, 0.94907], [-0.37585, -1.24598, 0.41130], [0.64685, -1.09506, -0.23258], [1.89475, -1.73794, -0.14342], [2.74694, -1.61551, -0.97186], [2.02304, -2.35313, 0.76210], [-1.10721, 1.87109, -0.15476], [-1.79124, 1.01790, -0.14116], [-1.51847, 2.66996, 0.46716], [-0.98368, 2.22187, -1.18204], [-0.12984, 1.57492, 0.23620]],
  "forces_ev_per_angstrom": [[0.7, 0.0, -0.3], [-0.3, 0.0, 0.1], [-0.2, -0.1, 0.1], [0.3, 0.0, -0.2], [-0.4, 0.0, 0.3], [0.0, 0.0, -0.1], [0.0, 0.0, 0.0], [0.1, 0.2, 0.0], [0.1, -0.1, -0.1], [0.0, 0.0, 0.2], [-0.2, 0.1, -0.1]],
  "mulliken_charge": [-0.385, 0.737, -0.319, 0.128, -0.428, 0.280, -0.884, 0.154, 0.274, 0.251, 0.191],
  "e_above_lowest_kcal_mol": 22.1,
  "lumo_energy_ha": 0.0152,
  "largest_force_ha_per_bohr": 0.0143,
  "e_homo_ev": -11.16,
  "smiles": "O=C=NC=O.C",
  "gap_ev": 11.58
}